(1)
# C30H42CaN4P2Se

A structure of composition C30H42CaN4P2Se (ωB97M-V/def2-TZVPD, the OMol25 dataset).

XYZ file:
```
80
Properties=species:S:1:pos:R:3:forces:R:3
Ca 9.506586 10.729871 9.753683 -0.1 0.1 0.6
C 5.273443 9.447537 10.062198 -0.8 0.8 -0.6
C 6.037346 8.119420 10.052269 0.3 -0.8 0.0
C 5.397058 7.009272 11.007875 0.9 0.3 -0.8
P 7.857412 8.451500 10.269738 -1.2 1.1 0.7
C 8.814433 6.945971 10.243829 1.9 -0.2 0.4
C 8.956858 6.315912 8.874795 0.0 0.7 -0.4
C 8.558028 5.859641 11.309071 -0.4 1.1 -0.1
C 7.935700 8.966647 12.062227 0.2 0.1 -2.1
C 6.773738 9.051701 12.794390 -0.7 -0.5 0.9
C 6.832543 9.288342 14.148177 -0.4 0.9 0.4
C 8.048214 9.602924 14.747027 0.6 0.0 -0.1
C 9.219428 9.665901 14.004180 0.7 0.6 -1.8
C 9.180964 9.403865 12.540721 0.8 -0.4 2.2
N 10.254851 9.515440 11.658236 -0.6 0.6 0.7
C 11.556429 9.461001 12.156309 -0.8 -1.4 1.4
C 11.925925 8.361471 13.016601 1.0 0.3 -1.3
C 13.252387 8.106510 13.319299 -0.1 1.4 0.6
C 14.238717 9.098708 13.059212 -0.5 -0.4 -0.5
C 13.871817 10.157931 12.242830 -0.7 -1.4 0.4
C 12.550955 10.345204 11.795442 0.7 0.9 -0.8
P 12.131631 11.719341 10.634550 1.1 -0.8 -0.9
C 13.509777 11.623624 9.293579 -0.8 -0.5 -0.1
C 13.338567 12.740305 8.244880 2.1 1.2 1.5
C 13.465810 10.253816 8.553480 0.2 0.9 0.0
C 12.563716 13.259654 11.513679 0.5 1.0 -0.6
C 13.964298 13.330628 12.208097 0.2 -1.2 -0.3
C 11.432942 13.651522 12.444661 1.0 -2.3 1.6
H 4.202779 9.243016 10.165577 0.0 -0.1 0.3
H 5.285427 10.045105 9.122856 0.6 -0.6 0.4
H 5.557799 10.139588 10.867852 0.0 -0.3 -0.3
H 6.010419 7.723248 9.024820 -0.1 0.1 0.2
H 4.535706 7.453388 11.480122 -0.3 0.0 0.4
H 6.112145 6.655229 11.783648 -0.7 0.2 -0.6
H 5.035450 6.167775 10.391233 0.3 0.2 0.4
H 9.809149 7.457723 10.387074 -0.6 -0.6 0.5
H 8.017878 5.844721 8.647626 -0.4 -0.6 -0.5
H 9.758152 5.586758 8.980130 -0.1 -0.2 -0.5
H 9.191855 7.052762 8.068805 -0.1 -0.6 0.7
H 7.765934 5.218789 10.910405 -0.2 0.1 0.5
H 8.340791 6.334520 12.289045 -0.2 -0.5 -0.5
H 9.401990 5.211191 11.451078 0.7 -0.2 -0.1
H 5.801204 8.865437 12.340263 0.5 0.0 0.3
H 5.943379 9.447447 14.755400 0.0 -0.4 -0.2
H 8.015285 9.831240 15.812206 0.4 0.0 -0.2
H 10.176580 10.074620 14.413394 -1.0 -0.6 -0.2
H 11.206189 7.603674 13.248116 -0.5 -0.2 0.1
H 13.501380 7.182334 13.814803 0.1 -0.1 0.2
H 15.277661 9.015283 13.389432 -0.4 -0.2 -0.2
H 14.647765 10.712719 11.805889 0.9 1.1 -0.2
H 14.471230 11.689199 9.772733 0.4 0.3 0.3
H 12.530999 12.533744 7.643107 -1.9 -0.7 -1.6
H 14.264352 12.823031 7.619157 -0.8 -0.1 0.5
H 13.119084 13.755897 8.658349 0.4 -0.7 -0.1
H 12.443196 10.096961 8.234107 -0.2 -0.2 -0.5
H 13.726362 9.405849 9.177348 0.2 0.0 0.2
H 14.140300 10.294006 7.662558 -0.6 -0.1 0.7
H 12.572710 14.014729 10.684678 0.2 -0.5 0.5
H 14.194087 12.578837 13.038160 -0.9 1.3 -0.8
H 14.194303 14.361156 12.472162 -0.1 0.0 0.5
H 14.729558 13.062477 11.470532 -0.1 0.1 -0.1
H 11.346798 12.774624 13.143852 -0.4 0.6 -0.4
H 10.465239 13.872940 12.050345 -0.4 0.2 -0.6
H 11.819648 14.395907 13.090319 -0.1 1.3 0.6
N 8.086080 13.951691 8.354782 0.5 -0.2 -0.4
C 7.626196 13.713960 9.613796 0.2 1.8 -0.2
C 6.791538 14.692866 10.165469 -0.5 -0.4 -0.1
C 6.296445 14.603702 11.429353 0.8 0.1 -0.2
C 6.726752 13.538240 12.224616 0.7 -0.8 -1.4
C 7.596236 12.620557 11.611100 -0.6 0.3 0.5
N 8.057542 12.706090 10.324713 -0.1 -1.4 1.5
H 8.086277 14.948392 8.076800 0.2 -1.5 0.0
H 8.788494 13.277209 8.010610 -0.4 0.8 -0.1
H 6.507000 15.455200 9.492262 -0.4 1.0 -0.4
H 5.702480 15.421909 11.785183 -0.5 0.0 0.4
H 6.352163 13.434009 13.215250 0.1 -0.3 0.6
H 7.956616 11.759527 12.178981 -0.1 0.2 -0.1
Se 10.118128 8.838356 6.136628 0.2 0.2 -0.2
C 9.941942 10.424192 6.917809 -0.4 -0.2 0.5
N 9.739082 11.364453 7.597198 0.3 0.3 -1.0
```
Positions in Å, forces in eV/Å.

Values from the calculation:
**ΔE to the lowest compared entry with this formula, charge and spin**: 0.0 kcal/mol
**E_LUMO**: 0.0165 Eh
**Kohn-Sham gap**: 7.28 eV
**Electronic energy**: -140116.9058 eV

***

(2)
# C14H29BN2O4

An isolated molecule of C14H29BN2O4 (ωB97M-V/def2-TZVPD, the OMol25 dataset).

XYZ file:
```
50
Properties=species:S:1:pos:R:3:forces:R:3
O -1.081046 -1.039784 0.915818 -1.5 0.4 -0.3
O -1.510951 -3.885251 -3.098191 -3.2 0.6 -1.1
O -2.056703 -2.468804 -1.180716 0.2 -1.0 -1.6
O -0.044573 -1.860658 2.684292 -1.1 0.8 -0.6
B -1.189189 -3.319726 -1.931161 1.0 1.6 3.6
C -0.094120 -1.040020 1.590527 0.1 -0.7 -0.3
N -0.634102 2.957802 0.832738 -0.3 1.9 -0.8
N 1.959021 -0.182980 2.474482 -0.7 1.9 0.0
C 2.447229 -1.373166 3.120668 0.0 -1.0 -1.4
C 0.302930 -3.713042 -1.393181 -2.8 -1.5 -2.1
C -0.300788 3.914396 -0.391642 -1.7 -0.7 1.6
C -2.080919 2.465746 0.731330 3.7 0.8 -1.3
C 0.364904 2.104266 1.593734 -2.1 2.2 -2.5
C 1.289892 -2.673150 -1.841409 1.4 0.1 -1.5
C -0.641846 3.317220 -1.784866 -0.1 0.4 0.9
C -2.236876 1.661590 -0.552678 0.1 2.7 -1.1
C -2.058013 2.651200 -1.795159 1.8 -1.5 -0.3
C 1.163982 -1.311502 -1.120804 -1.2 -1.2 -0.7
C 0.939349 1.098578 0.643839 0.7 -0.8 -0.4
C 1.937669 -1.225917 0.124533 1.5 0.3 3.7
C 1.151746 -0.270988 1.191208 3.3 -1.9 2.3
H -2.467101 -3.625308 -3.305285 1.8 -0.6 0.1
H -1.781530 -1.971541 -0.382802 0.2 -0.7 -0.6
H -0.952217 -2.208066 2.790488 0.3 0.1 -0.2
H 1.394293 0.368488 3.142196 0.5 -0.4 -0.5
H 2.992183 -1.208690 4.019117 0.4 0.6 0.6
H 3.106035 -1.818279 2.399760 0.9 -0.4 -0.1
H 1.692117 -2.128438 3.282341 0.3 -0.1 0.6
H 0.317355 -4.708743 -1.984600 1.0 1.4 1.0
H 0.249215 -3.970079 -0.354187 0.4 0.1 0.8
H -0.900099 4.848309 -0.241351 -0.1 -0.8 0.1
H 0.687018 4.357632 -0.388056 0.7 -0.7 0.3
H -2.319447 1.955120 1.621922 -0.2 -1.0 1.0
H -2.674246 3.357387 0.725142 -0.6 0.5 -0.2
H -0.306915 1.704365 2.309867 -0.3 -0.9 1.1
H 1.070781 2.766584 2.102641 0.1 -0.3 -0.2
H 2.302509 -3.078552 -1.652881 -0.1 0.4 -0.4
H 1.170208 -2.565144 -2.981019 0.3 0.0 1.6
H -0.575350 4.154093 -2.519228 -0.1 -0.6 0.3
H 0.178734 2.640711 -1.984729 0.0 -0.6 -0.5
H -3.204088 1.267042 -0.513095 -1.6 -1.0 -0.5
H -1.507795 0.897672 -0.631273 0.4 -0.9 0.1
H -2.252435 2.206118 -2.811466 0.3 -0.1 1.1
H -2.730983 3.451443 -1.775735 -1.4 1.2 0.5
H 0.075983 -1.207224 -0.889946 1.0 0.3 -0.4
H 1.479681 -0.459935 -1.692567 -0.1 0.2 -0.9
H 0.290898 0.890988 -0.213860 0.1 0.8 0.2
H 1.918624 1.454596 0.287974 -0.3 -0.2 -0.1
H 2.010941 -2.108327 0.764707 -0.6 -0.9 -0.8
H 3.108037 -1.068032 0.062565 -2.4 0.8 -0.2
```
Positions in Å, forces in eV/Å.

Values from the calculation:
**SMILES**: CN[C@](CCCCB(O)O)(CCN1CCCCC1)C(=O)O
**ΔE to the lowest compared entry with this formula, charge and spin**: 17.6 kcal/mol
**E_LUMO**: 0.0180 Eh
**Kohn-Sham gap**: 8.15 eV
**Electronic energy**: -26835.2604 eV

***

(3)
# C17H24N2O3

A structure of composition C17H24N2O3 (ωB97M-V/def2-TZVPD, the OMol25 dataset).

XYZ file:
```
46
Properties=species:S:1:pos:R:3:forces:R:3
C 2.303085 2.293349 3.668777 -5.7 5.4 1.1
H 1.796304 1.403112 3.965120 0.5 -1.1 0.3
H 1.475793 2.872984 2.963467 1.0 -1.1 2.7
H 2.631313 2.998952 4.480329 -1.1 -1.0 0.1
O 3.349531 2.359724 2.903461 4.5 -3.8 -5.2
C 3.421527 1.431766 1.824196 3.3 -0.6 -1.7
C 4.688590 1.118482 1.348493 -11.7 -6.4 -8.0
C 4.813307 0.577764 -0.088352 1.3 -0.5 3.2
C 3.716776 0.061527 -0.695252 -2.1 3.2 5.1
C 2.351422 0.217280 -0.105784 5.9 -2.9 -5.9
C 2.431423 0.861206 0.968955 -5.4 5.0 9.1
O 1.159884 1.295554 1.537700 -2.9 -2.0 0.2
C 0.022611 0.275485 1.937203 7.3 -4.2 -11.7
C -1.120889 0.225620 1.027133 0.1 6.3 -1.0
C -2.076605 -0.795222 1.173386 -0.5 -6.8 5.2
H -2.364944 -1.095742 2.360751 0.4 1.7 -2.5
H -1.617466 -1.816970 1.095194 0.5 0.6 -0.7
C -3.272900 -0.856656 0.374284 -2.8 3.8 -4.5
C -2.894169 -0.745044 -1.309394 -1.8 -10.4 11.1
C -2.716468 0.278965 -1.919572 -0.5 12.4 -5.2
N -2.270334 0.061852 -3.162183 2.7 -4.9 -2.8
N -1.915955 -1.486478 -3.114676 0.7 3.9 -5.3
C -2.339032 -1.883019 -2.026695 -0.8 -0.2 3.5
C -2.203467 -3.387836 -1.546134 1.8 4.0 -7.6
H -3.137229 -3.433121 -1.396641 -7.1 -1.7 2.6
H -2.153106 -3.834594 -2.576707 1.4 -0.6 1.5
H -1.591180 -3.331187 -0.775581 3.1 -1.0 3.2
H -2.064658 0.480419 -4.121580 -0.6 -0.3 2.7
C -3.025989 1.758444 -1.575968 -0.8 0.3 -3.9
H -3.513824 2.238619 -2.542742 1.0 -1.1 1.3
H -2.132724 2.356664 -1.492036 0.3 0.0 0.6
H -3.813341 2.039745 -0.922116 -0.2 -0.5 1.4
H -3.915989 -1.735160 0.387601 0.2 0.0 0.8
H -3.915976 0.141497 0.638433 1.1 -2.5 -0.8
H -1.670421 1.223224 1.510670 0.8 -1.6 -2.2
H -0.816123 0.326614 -0.117105 -0.5 0.3 2.7
H -0.081264 0.249955 2.846625 -1.3 0.5 9.6
H 0.650533 -1.073077 1.699077 -1.5 3.6 0.9
O 1.285325 -0.247807 -0.712301 -1.0 -0.1 -0.3
C 1.484849 -1.052674 -1.892731 -10.5 1.1 3.9
H 0.183038 -1.333399 -2.061799 4.4 0.8 -0.4
H 1.936847 -0.568325 -2.579800 2.6 3.5 -5.1
H 1.931227 -1.872163 -1.670723 2.9 -5.5 1.6
H 3.738782 -0.546154 -1.431235 0.8 -3.6 -5.4
H 5.882693 0.363168 -0.484904 -2.1 0.6 0.7
H 5.369191 1.582658 1.611157 12.0 7.4 5.2
```
Positions in Å, forces in eV/Å.

Values from the calculation:
**ΔE to the lowest compared entry with this formula, charge and spin**: 438.4 kcal/mol
**E_LUMO**: 0.0310 Eh
**Kohn-Sham gap**: 9.18 eV
**Electronic energy**: -27124.2735 eV

***

(4)
# C5H10O

A cluster of 2 separate species, C5H10O in total (ωB97M-V/def2-TZVPD, the OMol25 dataset).

XYZ file:
```
16
Properties=species:S:1:pos:R:3:forces:R:3
C 1.390897 -1.082938 -0.302614 -0.4 -0.7 0.1
C 1.309693 0.383078 -0.192437 0.9 1.4 -1.1
C 0.801826 1.193515 -1.129105 1.1 -0.4 0.6
O -1.729756 0.006700 -1.066434 0.2 -0.6 0.1
C -1.480418 0.403209 0.048781 -2.2 1.4 -2.0
C -1.558762 -0.340019 1.259444 0.7 -1.5 1.2
H 1.277869 -1.552742 0.677158 0.0 -0.1 -0.1
H 2.351150 -1.402149 -0.705844 0.2 0.1 0.1
H 0.625827 -1.467934 -0.973551 -0.1 -0.1 0.0
H 1.941098 0.836163 0.557736 -0.3 0.1 0.6
H 0.391288 0.796905 -2.024410 -0.7 -0.3 -0.5
H 0.895613 2.264613 -1.109775 0.1 0.3 0.3
H -1.514094 1.469353 0.235925 0.6 0.9 -0.1
H -2.493771 -0.093335 1.746266 -0.3 -0.1 0.1
H -0.772400 -0.024015 1.913535 0.5 0.2 0.6
H -1.436059 -1.390404 1.065325 -0.3 -0.6 0.1
```
Positions in Å, forces in eV/Å.

Values from the calculation:
**SMILES**: C=CC.CC=O
**ΔE to the lowest compared entry with this formula, charge and spin**: 42.9 kcal/mol
**E_LUMO**: 0.0398 Eh
**Kohn-Sham gap**: 10.55 eV
**Electronic energy**: -7392.9062 eV